No. 1
Entry from OMol25: C23H25BrN2S in the gas phase (ωB97M-V with the def2-TZVPD basis set).

Atoms and positions in Å:
C 5.169 1.429 1.239
C 4.692 0.356 0.985
C 4.164 -0.968 0.610
C 4.244 -1.960 1.797
C 2.906 -2.647 2.126
C 1.793 -1.634 2.354
C 2.014 -0.598 3.257
C 1.063 0.384 3.472
C -0.132 0.304 2.787
C -0.393 -0.740 1.901
C 0.571 -1.733 1.671
C 0.211 -2.889 0.765
C 0.690 -2.744 -0.672
C -0.354 -2.396 -1.729
N 1.911 -2.916 -0.966
N -1.676 -0.791 1.241
C -1.967 0.460 0.581
C -2.330 0.472 -0.756
C -2.640 1.675 -1.386
C -2.973 1.745 -2.869
Br -3.566 0.015 -3.588
C -3.995 2.840 -3.259
C -3.353 3.907 -4.154
C -2.574 2.853 -0.651
C -2.195 2.859 0.686
C -1.897 1.652 1.296
S -1.408 1.530 3.000
H 5.650 2.303 1.605
H 3.141 -0.829 0.259
H 4.737 -1.324 -0.245
H 4.589 -1.412 2.671
H 4.982 -2.725 1.555
H 3.031 -3.292 2.999
H 2.652 -3.287 1.287
H 2.966 -0.563 3.768
H 1.262 1.201 4.153
H 0.635 -3.814 1.159
H -0.866 -3.013 0.745
H -1.357 -2.540 -1.330
H -0.247 -1.346 -1.999
H -0.222 -3.036 -2.599
H 2.048 -2.789 -1.968
H -2.376 -0.867 1.982
H -2.380 -0.477 -1.264
H -2.045 1.938 -3.404
H -4.794 2.369 -3.828
H -4.448 3.285 -2.377
H -2.820 3.434 -4.979
H -4.119 4.545 -4.595
H -2.653 4.528 -3.594
H -2.793 3.804 -1.118
H -2.127 3.784 1.242

E_LUMO: 0.662 eV
HOMO-LUMO gap: 8.95 eV
HOMO: -0.3045 hartree
SMILES: [H]/N=C(\C)Cc1c(CCCC#C)ccc2c1Nc1cc([C@@H](Br)CC)ccc1S2

Quick look at the Löwdin charges, all values in e: number 1, C, carries 0.097; number 2, C, carries -0.150; number 3, C, carries -0.201; number 4, C, carries -0.180; number 5, C, carries -0.146; number 6, C, carries -0.169; number 7, C, carries -0.025; number 8, C, carries -0.080; number 9, C, carries -0.448; number 10, C, carries -0.208; number 11, C, carries -0.089; number 12, C, carries -0.090; number 13, C, carries -0.378; number 14, C, carries -0.033; number 15, N, carries 0.144; number 16, N, carries 0.058; number 17, C, carries -0.250; number 18, C, carries -0.011; number 19, C, carries -0.243; number 20, C, carries -0.617; number 21, Br, carries 0.721; number 22, C, carries -0.297; number 23, C, carries -0.101; number 24, C, carries -0.037; number 25, C, carries -0.073; number 26, C, carries -0.453; number 27, S, carries 1.031; number 28, H, carries 0.016; number 29, H, carries 0.096; number 30, H, carries 0.111; number 31, H, carries 0.092; number 32, H, carries 0.109; number 33, H, carries 0.121; number 34, H, carries 0.076; number 35, H, carries 0.115; number 36, H, carries 0.107; number 37, H, carries 0.121; number 38, H, carries 0.101; number 39, H, carries 0.065; number 40, H, carries 0.081; number 41, H, carries 0.080; number 42, H, carries 0.062; number 43, H, carries 0.132; number 44, H, carries 0.046; number 45, H, carries 0.090; number 46, H, carries 0.072; number 47, H, carries 0.100; number 48, H, carries 0.076; number 49, H, carries 0.072; number 50, H, carries 0.072; number 51, H, carries 0.109; number 52, H, carries 0.108


No. 2
Entry from OMol25: a 5-piece molecular cluster, C20H32N4O2S overall (ωB97M-V with the def2-TZVPD basis set).

Atoms and positions in Å:
C 1.614 1.495 4.883
C 3.040 2.001 5.217
C 3.996 0.865 5.611
C 4.350 0.163 4.378
N 4.601 -0.362 3.394
H 1.087 2.252 4.312
H 1.108 1.230 5.812
H 1.648 0.544 4.343
H 2.850 2.702 6.034
H 3.466 2.592 4.409
H 3.530 0.180 6.317
H 4.956 1.208 6.003
C 0.648 -5.836 0.101
C -0.716 -5.178 -0.118
C -1.039 -4.025 0.824
C -2.039 -3.101 0.246
N -2.801 -2.331 -0.137
H 0.579 -6.549 0.922
H 1.373 -5.029 0.196
H 0.911 -6.388 -0.801
H -1.565 -5.859 -0.210
H -0.673 -4.765 -1.135
H -0.162 -3.398 0.994
H -1.424 -4.427 1.761
C 0.753 1.285 0.585
C 1.875 0.451 1.235
C 2.705 -0.182 0.120
S 1.425 -0.693 -1.101
O 1.029 -2.076 -0.934
O 1.824 -0.255 -2.414
C 0.100 0.361 -0.413
H 1.302 2.082 0.075
H -0.005 1.652 1.271
H 1.495 -0.367 1.861
H 2.519 0.972 1.946
H 3.153 -1.138 0.386
H 3.450 0.490 -0.296
H -0.573 -0.328 0.106
H -0.481 0.780 -1.234
N -2.876 -0.507 -2.734
C -1.941 -0.378 -3.723
C -2.547 0.105 -4.873
C -3.891 0.356 -4.526
C -4.048 0.023 -3.198
H -2.784 -0.861 -1.793
H -0.932 -0.702 -3.506
H -2.122 0.311 -5.839
H -4.672 0.693 -5.189
H -4.952 -0.079 -2.615
N -2.533 3.087 -2.405
C -2.528 3.723 -3.603
C -1.659 4.803 -3.532
C -1.166 4.799 -2.200
C -1.713 3.743 -1.527
H -2.986 2.194 -2.298
H -2.979 3.253 -4.462
H -1.519 5.568 -4.272
H -0.438 5.454 -1.743
H -1.623 3.395 -0.512

E_LUMO: 0.384 eV
HOMO-LUMO gap: 8.29 eV
HOMO: -0.2907 hartree
Energy relative to the best compared isomer or geometry (same formula, charge and spin): 3.003 eV
SMILES: O=S1(=O)CCCC1.c1cc[nH]c1.c1cc[nH]c1.CCCC#N.CCCC#N

Quick look at the Löwdin charges, all values in e: number 1, C, carries -0.102; number 2, C, carries -0.251; number 3, C, carries -0.176; number 4, C, carries -0.245; number 5, N, carries 0.161; number 6, H, carries 0.072; number 7, H, carries 0.075; number 8, H, carries 0.058; number 9, H, carries 0.105; number 10, H, carries 0.107; number 11, H, carries 0.122; number 12, H, carries 0.120; number 13, C, carries -0.093; number 14, C, carries -0.272; number 15, C, carries -0.184; number 16, C, carries -0.198; number 17, N, carries 0.153; number 18, H, carries 0.073; number 19, H, carries 0.073; number 20, H, carries 0.073; number 21, H, carries 0.113; number 22, H, carries 0.109; number 23, H, carries 0.102; number 24, H, carries 0.122; number 25, C, carries -0.209; number 26, C, carries -0.247; number 27, C, carries -0.201; number 28, S, carries 0.676; number 29, O, carries -0.339; number 30, O, carries -0.324; number 31, C, carries -0.231; number 32, H, carries 0.124; number 33, H, carries 0.113; number 34, H, carries 0.112; number 35, H, carries 0.089; number 36, H, carries 0.097; number 37, H, carries 0.108; number 38, H, carries 0.088; number 39, H, carries 0.087; number 40, N, carries 0.014; number 41, C, carries -0.129; number 42, C, carries -0.100; number 43, C, carries -0.130; number 44, C, carries -0.168; number 45, H, carries 0.078; number 46, H, carries 0.101; number 47, H, carries 0.092; number 48, H, carries 0.092; number 49, H, carries 0.108; number 50, N, carries 0.017; number 51, C, carries -0.138; number 52, C, carries -0.096; number 53, C, carries -0.127; number 54, C, carries -0.153; number 55, H, carries 0.112; number 56, H, carries 0.100; number 57, H, carries 0.084; number 58, H, carries 0.087; number 59, H, carries 0.097


No. 3
Entry from OMol25: C59H49Cl3GeN9ORuS2 as an isolated structure (ωB97M-V with the def2-TZVPD basis set).

Atoms and positions in Å:
Ru 0.279 -0.242 -0.898
C -1.467 0.679 -4.728
C -2.796 0.268 -4.644
C -3.274 -0.128 -3.422
C -2.435 -0.140 -2.295
N -1.116 0.148 -2.407
C -0.685 0.595 -3.602
N -3.085 -0.389 -1.107
C -2.535 -0.302 0.061
N -1.227 -0.080 0.404
C -1.093 -0.201 1.755
N -0.028 -0.171 2.485
C 1.259 -0.229 2.021
C 2.238 -0.015 3.011
C 3.565 -0.194 2.733
C 3.914 -0.618 1.450
C 2.916 -0.771 0.519
N 1.607 -0.549 0.753
C -2.434 -0.380 2.355
C -2.842 -0.495 3.665
C -4.204 -0.655 3.899
C -5.116 -0.680 2.843
C -4.690 -0.562 1.523
C -3.334 -0.433 1.301
H -1.043 1.046 -5.651
H -3.441 0.283 -5.512
H -4.301 -0.420 -3.267
H 0.355 0.889 -3.624
H 1.885 0.289 3.986
H 4.318 -0.031 3.493
H 4.938 -0.821 1.173
H 3.155 -1.099 -0.482
H -2.122 -0.452 4.468
H -4.568 -0.751 4.913
H -6.170 -0.787 3.058
H -5.392 -0.562 0.699
Cl -6.094 -5.319 -2.027
C -4.716 -5.453 -0.980
C -4.309 -4.359 -0.237
C -3.217 -4.478 0.606
C -2.504 -5.667 0.694
C -1.237 -5.772 1.506
C -0.030 -5.642 0.559
N -0.130 -4.487 -0.311
C -0.506 -4.491 -1.632
C -0.629 -3.187 -1.995
N -0.331 -2.383 -0.925
C -0.055 -3.193 0.073
O -1.218 -4.764 2.497
C -0.336 -5.074 3.570
C -0.568 -4.149 4.718
C -1.658 -4.216 5.534
Cl -2.936 -5.352 5.422
S -1.642 -3.025 6.764
C -0.164 -2.389 6.177
C 0.287 -3.074 5.095
C -2.939 -6.740 -0.077
Cl -2.081 -8.260 -0.035
C -4.043 -6.657 -0.905
H -4.829 -3.421 -0.325
H -2.906 -3.630 1.200
H -1.189 -6.762 1.975
H 0.032 -6.534 -0.061
H 0.892 -5.554 1.136
H -0.641 -5.404 -2.182
H -0.881 -2.775 -2.956
H 0.204 -2.887 1.073
H 0.706 -4.983 3.240
H -0.502 -6.111 3.888
H 0.285 -1.541 6.661
H 1.197 -2.822 4.570
H -4.362 -7.510 -1.486
C 4.196 3.214 -3.386
C 4.406 1.747 -3.229
C 5.563 1.078 -3.504
C 5.574 -0.322 -3.306
N 4.488 -1.013 -3.002
C 3.322 -0.364 -2.817
S 1.863 -1.172 -2.604
N 3.352 1.011 -2.785
C 6.845 -1.103 -3.444
H 5.111 3.702 -3.708
H 3.863 3.660 -2.446
H 3.416 3.399 -4.127
H 6.431 1.608 -3.861
H 2.458 1.469 -2.614
H 7.631 -0.519 -3.917
H 6.659 -2.011 -4.014
H 7.187 -1.404 -2.452
C 1.030 1.634 -0.929
Ge 0.572 3.432 -0.384
C 1.035 3.746 1.507
C 2.153 4.420 1.995
C 2.340 4.609 3.358
C 1.409 4.120 4.262
C 0.298 3.433 3.796
C 0.116 3.256 2.433
C -1.277 4.068 -0.516
C -2.347 3.248 -0.837
C -3.642 3.744 -0.915
C -3.880 5.087 -0.671
C -2.821 5.926 -0.351
C -1.533 5.419 -0.276
C 1.475 4.645 -1.674
C 2.593 5.451 -1.474
C 3.106 6.245 -2.496
C 2.506 6.248 -3.744
C 1.401 5.439 -3.971
C 0.901 4.646 -2.951
H 2.115 1.676 -1.093
H 2.903 4.796 1.314
H 3.212 5.142 3.715
H 1.543 4.284 5.324
H -0.432 3.038 4.491
H -0.763 2.733 2.085
H -2.160 2.212 -1.035
H -4.459 3.078 -1.168
H -4.887 5.481 -0.730
H -3.000 6.977 -0.161
H -0.714 6.085 -0.023
H 3.064 5.497 -0.503
H 3.965 6.877 -2.307
H 2.896 6.876 -4.535
H 0.921 5.437 -4.942
H 0.019 4.041 -3.134

E_LUMO (spin up / spin down): -0.214 / -0.218 eV
HOMO-LUMO gap (spin up / spin down): 5.62 / 6.20 eV
2S+1: 2
HOMO (spin up / spin down): -0.2144 / -0.2358 hartree
Energy relative to the best compared isomer or geometry (same formula, charge and spin): 0.000 eV

Löwdin atomic charge list, values in e, 99 entries: number 1, Ru, carries 0.854; number 2, C, carries -0.066; number 3, C, carries -0.069; number 4, C, carries -0.018; number 5, C, carries -0.334; number 6, N, carries -0.025; number 7, C, carries -0.175; number 8, N, carries 0.166; number 9, C, carries -0.295; number 10, N, carries -0.003; number 11, C, carries -0.298; number 12, N, carries 0.173; number 13, C, carries -0.323; number 14, C, carries -0.023; number 15, C, carries -0.072; number 16, C, carries -0.069; number 17, C, carries -0.152; number 18, N, carries -0.008; number 19, C, carries -0.101; number 20, C, carries -0.006; number 21, C, carries -0.070; number 22, C, carries -0.074; number 23, C, carries -0.016; number 24, C, carries -0.108; number 25, H, carries 0.102; number 26, H, carries 0.105; number 27, H, carries 0.110; number 28, H, carries 0.058; number 29, H, carries 0.108; number 30, H, carries 0.105; number 31, H, carries 0.099; number 32, H, carries 0.043; number 33, H, carries 0.104; number 34, H, carries 0.101; number 35, H, carries 0.101; number 36, H, carries 0.112; number 37, Cl, carries 0.676; number 38, C, carries -0.658; number 39, C, carries -0.075; number 40, C, carries 0.007; number 41, C, carries -0.183; number 42, C, carries -0.302; number 43, C, carries -0.064; number 44, N, carries -0.052; number 45, C, carries -0.044; number 46, C, carries -0.148; number 47, N, carries -0.054; number 48, C, carries -0.131; number 49, O, carries -0.104; number 50, C, carries -0.167; number 51, C, carries -0.311; number 52, C, carries -0.974; number 53, Cl, carries 0.675; number 54, S, carries 0.995; number 55, C, carries -0.412; number 56, C, carries -0.135; number 57, C, carries -0.574; number 58, Cl, carries 0.724; number 59, C, carries -0.130; number 60, H, carries 0.104; number 61, H, carries 0.121; number 62, H, carries 0.129; number 63, H, carries 0.108; number 64, H, carries 0.130; number 65, H, carries 0.125; number 66, H, carries 0.103; number 67, H, carries 0.134; number 68, H, carries 0.125; number 69, H, carries 0.127; number 70, H, carries 0.068; number 71, H, carries 0.110; number 72, H, carries 0.106; number 73, C, carries 0.006; number 74, C, carries -0.237; number 75, C, carries 0.024; number 76, C, carries -0.299; number 77, N, carries 0.109; number 78, C, carries -0.759; number 79, S, carries 0.738; number 80, N, carries 0.103; number 81, C, carries -0.023; number 82, H, carries 0.093; number 83, H, carries 0.075; number 84, H, carries 0.097; number 85, H, carries 0.116; number 86, H, carries 0.076; number 87, H, carries 0.076; number 88, H, carries 0.086; number 89, H, carries 0.090; number 90, C, carries -0.340; number 91, Ge, carries 0.910; number 92, C, carries -0.258; number 93, C, carries -0.104; number 94, C, carries -0.098; number 95, C, carries -0.102; number 96, C, carries -0.089; number 97, C, carries -0.120; number 98, C, carries -0.283; number 99, C, carries -0.099


No. 4
Entry from OMol25: a 4-piece molecular cluster, C2H12N2O3 overall (ωB97M-V with the def2-TZVPD basis set).

Atoms and positions in Å:
C -0.008 -1.760 -3.469
N -0.223 -1.318 -2.114
C -1.462 -1.345 -1.573
N -1.623 -1.437 -0.296
H -0.182 -2.832 -3.606
H -0.758 -1.299 -4.134
H 0.935 -1.377 -3.827
H 0.468 -0.957 -1.479
H -2.282 -1.539 -2.273
H -2.497 -1.009 0.004
H 0.749 2.797 4.277
H 0.093 1.460 4.773
O 0.252 2.383 4.992
H 1.156 2.420 1.007
H 2.442 2.727 1.497
O 1.896 3.003 0.762
H -0.365 -0.211 1.739
H 1.080 -0.095 1.675
O 0.330 0.388 2.047

E_LUMO: 0.564 eV
HOMO-LUMO gap: 9.77 eV
HOMO: -0.3384 hartree
Energy relative to the best compared isomer or geometry (same formula, charge and spin): 1.213 eV
SMILES: [H]/N=C/NC.O.O.O

Quick look at the Löwdin charges, all values in e: number 1, C, carries -0.101; number 2, N, carries -0.063; number 3, C, carries -0.344; number 4, N, carries 0.040; number 5, H, carries 0.083; number 6, H, carries 0.083; number 7, H, carries 0.079; number 8, H, carries 0.126; number 9, H, carries 0.124; number 10, H, carries 0.032; number 11, H, carries 0.026; number 12, H, carries 0.022; number 13, O, carries -0.063; number 14, H, carries 0.010; number 15, H, carries 0.020; number 16, O, carries -0.064; number 17, H, carries 0.016; number 18, H, carries 0.041; number 19, O, carries -0.068


no.,largest force on an atom (eV Å⁻¹)
1,0.71
2,1.78
3,1.03
4,1.91